*A*
Here is a gas-phase ion, C5H10NO2 (charge -1) from the OMol25 dataset. Energies are from ωB97M-V/def2-TZVPD.

Geometry as ORCA input:
```
! RIJCOSX wB97M-V def2-TZVPD def2/J DEFGRID3
* xyz -1 1
O 0.04 -0.21 -2.59
C 0.64 0.10 -1.60
C 0.21 0.06 -0.13
C -1.34 0.43 0.18
C -2.27 -0.44 -0.65
N 1.09 0.86 0.77
C 2.05 -0.16 1.66
O 2.01 -1.31 0.99
H 1.69 0.52 -1.68
H 0.32 -1.03 0.19
H -1.48 0.27 1.21
H -1.50 1.43 -0.08
H -1.75 -1.18 -1.30
H -2.95 -1.11 -0.04
H -2.88 0.22 -1.33
H 1.53 1.61 0.17
H 3.03 0.21 1.59
H 1.54 -0.27 2.64
*
```

Calculated values
SMILES string: CC[C@@H](C=O)NC[O-]
Orbital gap (eV): 6.9184

Here are the natural (NBO) charges for atoms 1 to 8, given in e:
1. O -0.588
2. C 0.464
3. C -0.207
4. C -0.394
5. C -0.623
6. N -0.756
7. C 0.133
8. O -0.928

=====

*B*
Here is a molecular structure, C5H10NO2 from the OMol25 dataset. Energies are from ωB97M-V/def2-TZVPD.

Geometry as ORCA input:
```
! RIJCOSX wB97M-V def2-TZVPD def2/J DEFGRID3
* xyz -1 1
C -2.23 -0.44 1.55
C -1.47 -1.10 0.39
N -2.09 -0.99 -0.81
C -1.12 -0.91 -1.91
C 0.42 0.63 0.38
C 1.97 0.88 0.11
O 2.71 -0.04 -0.26
O 2.29 2.02 0.47
H -2.31 0.58 1.17
H -3.22 -0.84 1.79
H -1.61 -0.35 2.44
H -1.07 -2.08 0.68
H -0.60 -0.20 0.15
H -0.70 0.10 -1.91
H -0.28 -1.59 -1.73
H -1.69 -1.11 -2.81
H -0.13 1.59 0.31
H 0.57 0.23 1.38
*
```

Calculated values
Orbital gap (eV): 7.5368

Here are the natural (NBO) charges for atoms 1 to 8, given in e:
1. C -0.649
2. C -0.015
3. N -0.525
4. C -0.446
5. C -0.605
6. C 0.762
7. O -0.763
8. O -0.741

=====

Energies relative to the minimum, kcal/mol: *A* 0.0; *B* 27.7